1.
C4H6O2 | ωB97M-V/def2-TZVPD

Last column: Mulliken charge in e.
Cartesian coordinates (Å):
C: -1.98673 -0.09806 0.19128  -0.783
C: -1.05854 0.29470 -0.88783  -0.197
C: 1.67261 0.74263 0.20506  -0.366
C: 2.23215 -0.58511 0.10432  0.670
O: 3.08770 -1.40033 -0.02757  -0.492
O: 0.91126 -0.55102 0.30611  -0.322
H: -1.88162 0.48925 1.10918  0.221
H: -2.09144 -1.16676 0.42109  0.294
H: -2.94437 0.22157 -0.27198  0.353
H: -1.05918 -0.54918 -1.60957  0.117
H: 1.40646 1.31014 -0.68246  0.280
H: 1.71169 1.29217 1.14237  0.226

Forces on the atoms, in the same order (eV/Å):
0.194 0.030 0.069
-0.358 -0.267 0.098
0.121 0.288 0.006
0.452 -0.336 -0.056
-0.556 0.500 0.047
-0.038 -0.245 0.037
-0.046 -0.044 -0.154
0.008 0.146 -0.093
0.083 -0.001 -0.052
0.020 0.119 0.096
0.079 -0.089 0.124
0.041 -0.100 -0.122

LUMO energy, eV: 0.066
Energy above the lowest of the compared OMol25 structures with the same formula, charge and spin, kcal/mol: 134.9
Kohn-Sham gap, Eh: 0.3251

2.
C4H6O2 | ωB97M-V/def2-TZVPD

Last column: Mulliken charge in e.
Cartesian coordinates (Å):
C: 1.36739 0.28557 -0.73095  -0.990
C: 0.46727 0.69845 0.41255  0.656
O: 0.52550 1.79219 0.91787  -0.532
C: -0.54906 -0.34138 0.89311  -0.579
C: -1.60645 -0.53489 -0.17467  0.059
O: -1.62176 -1.46944 -0.94477  -0.459
H: 0.93411 -0.51846 -1.33194  0.315
H: 2.31903 -0.07339 -0.32279  0.273
H: 1.58012 1.15843 -1.35229  0.323
H: -0.05542 -1.30374 1.05823  0.312
H: -0.99846 0.03522 1.81703  0.279
H: -2.36225 0.27144 -0.24139  0.344

Forces on the atoms, in the same order (eV/Å):
0.037 0.023 -0.052
0.054 0.043 -0.096
-0.042 -0.178 -0.063
-0.019 -0.057 0.077
0.071 -0.476 -0.413
-0.001 0.659 0.552
0.031 0.114 0.097
-0.132 0.028 0.013
-0.019 -0.118 0.085
-0.013 0.111 -0.032
0.038 -0.064 -0.159
-0.006 -0.086 -0.009

LUMO energy, eV: 0.409
Energy above the lowest of the compared OMol25 structures with the same formula, charge and spin, kcal/mol: 17.9
SMILES: CC(=O)CC=O
Kohn-Sham gap, Eh: 0.3823

3.
C4H6O2 | ωB97M-V/def2-TZVPD

Last column: Mulliken charge in e.
Cartesian coordinates (Å):
C: -1.55239 -0.05073 0.32841  -1.274
C: -0.28796 0.10656 -0.48660  0.393
C: 1.00752 0.64078 0.15035  -0.470
C: 1.53176 -0.74959 -0.16649  0.534
O: 2.56056 -1.34198 -0.05510  -0.546
O: 0.36342 -1.18798 -0.71262  -0.378
H: -2.10022 0.89619 0.38126  0.344
H: -1.34456 -0.37803 1.35093  0.323
H: -2.19599 -0.80091 -0.14492  0.302
H: -0.50074 0.55922 -1.45831  0.287
H: 1.53579 1.42232 -0.40376  0.249
H: 0.98281 0.88416 1.21685  0.235

Forces on the atoms, in the same order (eV/Å):
0.038 0.026 0.046
-0.223 0.176 -0.069
0.008 0.074 0.050
0.614 -0.187 0.127
-0.542 0.217 -0.056
0.061 -0.103 0.008
0.105 -0.121 -0.051
0.078 -0.013 -0.117
0.092 0.182 0.066
-0.003 -0.064 0.076
-0.161 -0.109 0.131
-0.067 -0.077 -0.212

LUMO energy, eV: 0.868
Energy above the lowest of the compared OMol25 structures with the same formula, charge and spin, kcal/mol: 11.4
Kohn-Sham gap, Eh: 0.4178

4.
C4H6O2 | ωB97M-V/def2-TZVPD

Last column: Mulliken charge in e.
Cartesian coordinates (Å):
O: 2.38176 -1.30713 0.55576  -0.477
C: 1.29556 -0.78034 0.60979  -0.142
C: 0.42790 -0.11045 -0.46370  0.103
C: -1.01840 -0.51072 -0.11318  -0.584
O: -1.22029 0.64514 0.69392  -0.396
C: -0.18649 1.28935 -0.07400  -0.429
H: 0.60840 -0.93408 1.46468  0.322
H: 0.71673 -0.32234 -1.50446  0.391
H: -1.35365 -0.36460 -1.13620  0.283
H: -1.45672 -1.42921 0.30562  0.368
H: 0.48115 1.91022 0.51616  0.299
H: -0.67596 1.91418 -0.85437  0.263

Forces on the atoms, in the same order (eV/Å):
-0.750 0.822 -0.402
-0.358 -0.402 -0.141
0.436 -0.328 0.307
-0.453 -0.135 -1.012
0.011 -0.060 -0.235
0.647 0.118 0.237
0.593 0.117 0.649
0.202 0.278 0.473
-1.645 -0.088 -0.106
0.783 0.166 0.028
-0.128 0.177 0.214
0.662 -0.666 -0.014

LUMO energy, eV: 0.883
Energy above the lowest of the compared OMol25 structures with the same formula, charge and spin, kcal/mol: 64.7
Kohn-Sham gap, Eh: 0.3864

5.
C4H6O2 | ωB97M-V/def2-TZVPD

Last column: Mulliken charge in e.
Cartesian coordinates (Å):
C: -3.36390 -1.18137 -0.02006  -0.660
C: -2.32056 -0.12669 0.11710  0.218
H: -3.01693 -2.14393 0.38307  0.276
H: -4.27077 -0.84323 0.50095  0.288
H: -3.62105 -1.27483 -1.08489  0.264
O: 2.19464 0.84229 -0.05722  0.115
C: 1.37805 1.64641 -0.06264  0.325
C: 2.96795 -0.45892 -0.04627  -0.299
H: 2.25247 -1.17168 0.36650  0.305
H: 3.21315 -0.61025 -1.09801  0.285
H: 3.82023 -0.23768 0.59606  0.259
O: -1.13543 -0.23096 0.11655  -0.376

Forces on the atoms, in the same order (eV/Å):
-0.604 -0.060 0.262
0.807 0.022 -0.186
-0.039 0.244 -0.177
0.276 -0.238 -0.181
0.161 0.027 0.231
-0.389 0.304 0.005
-0.218 0.224 0.007
0.345 -0.587 0.011
0.172 0.123 -0.100
-0.011 -0.018 0.253
-0.155 -0.102 -0.158
-0.347 0.060 0.034

Net charge: +1
LUMO energy (spin up / spin down), eV: -5.258 / -5.251
Energy above the lowest of the compared OMol25 structures with the same formula, charge and spin, kcal/mol: 27.8
Kohn-Sham gap (spin up / spin down), Eh: 0.2143 / 0.3857
2S+1: 2

6.
C4H6O2P | ωB97M-V/def2-TZVPD

Last column: Mulliken charge in e.
Cartesian coordinates (Å):
H: 1.69407 1.20258 1.99513  -0.083
P: 0.56616 0.51288 2.29534  -0.133
C: -0.11138 0.38118 0.77927  0.222
C: 0.52721 0.57526 -0.49474  -0.367
C: 0.27030 -0.55702 -1.48645  -0.988
C: -1.49274 -0.48338 0.98293  0.398
O: -2.12458 -0.87907 0.01025  -0.676
O: -1.78725 -0.66135 2.20422  -0.701
H: 1.57792 0.84591 -0.26310  0.320
H: 0.15306 1.59090 -0.95957  0.173
H: -0.84043 -0.62620 -1.61454  0.247
H: 0.83105 -0.44086 -2.46059  0.332
H: 0.73660 -1.46084 -0.98812  0.255

Forces on the atoms, in the same order (eV/Å):
1.763 0.892 -0.902
-1.665 -0.503 1.118
-1.679 -2.015 2.214
0.360 3.263 -2.110
1.006 -0.586 -0.168
0.153 0.615 1.934
-0.223 -0.016 -1.176
0.618 0.322 -1.125
-0.177 -0.590 -0.624
0.271 -1.653 0.602
1.230 -0.422 0.042
-0.653 0.182 0.903
-1.004 0.511 -0.709

Net charge: -1
LUMO energy, eV: 4.038
Energy above the lowest of the compared OMol25 structures with the same formula, charge and spin, kcal/mol: 35.6
SMILES: [H]/P=C(\CC)C(=O)[O-]
Kohn-Sham gap, Eh: 0.3009

7.
C4H6O2S | ωB97M-V/def2-TZVPD

Last column: Mulliken charge in e.
Cartesian coordinates (Å):
O: 1.81396 -1.43710 -0.05698  -0.468
C: 1.77275 -0.11433 0.31840  -0.551
C: 0.66962 0.57110 -0.45830  0.455
O: 0.35584 1.93031 -0.13102  -0.455
C: -1.02026 1.57687 0.25128  -0.222
C: -0.69758 0.11896 -0.01088  -0.076
S: -1.56390 -1.22694 -0.01812  -0.306
H: 1.11324 -1.88809 0.37648  0.299
H: 1.63712 0.05041 1.42637  0.288
H: 2.71366 0.40916 -0.00184  0.264
H: 0.77715 0.36570 -1.52761  0.283
H: -1.73437 1.98990 -0.41083  0.269
H: -1.18998 1.84262 1.32828  0.220

Forces on the atoms, in the same order (eV/Å):
1.301 -0.303 -0.586
1.052 2.144 0.495
-1.073 -0.779 0.289
-0.278 0.007 -0.020
1.805 -0.408 1.682
-0.816 0.421 -0.524
0.195 0.000 0.246
-1.068 -0.777 0.451
0.123 -0.172 -0.956
-0.508 -0.720 0.531
0.285 0.259 -0.057
-0.876 0.516 -0.576
-0.142 -0.189 -0.975

LUMO energy, eV: -0.505
Energy above the lowest of the compared OMol25 structures with the same formula, charge and spin, kcal/mol: 47.0
SMILES: OC[C@@H]1OCC1=S
Kohn-Sham gap, Eh: 0.3136

8.
C4H6O2S | ωB97M-V/def2-TZVPD

Last column: Mulliken charge in e.
Cartesian coordinates (Å):
C: -1.97418 -0.99281 0.21822  -0.719
C: -2.09159 0.27218 0.73381  0.133
O: -1.21534 1.24552 0.38135  -0.344
C: -0.28026 1.13497 -0.59152  -0.313
C: 0.81441 0.20803 -0.12319  0.118
O: 0.87182 0.27214 1.18602  -0.335
S: 1.88704 -1.01495 -0.89493  -0.253
H: -3.03037 -1.57305 0.35751  0.193
H: -1.09236 -1.34849 -0.23659  0.322
H: -2.98687 0.90672 1.14032  0.310
H: -0.68174 0.80378 -1.65826  0.278
H: 0.07657 2.24049 -0.65183  0.249
H: 1.46008 -0.66569 1.40487  0.361

Forces on the atoms, in the same order (eV/Å):
-5.077 1.350 2.664
-0.968 -0.163 -2.222
-1.078 1.302 1.458
0.817 1.072 -2.956
2.520 -2.605 -0.680
2.255 -3.937 0.693
-2.638 2.897 1.180
3.231 0.821 -0.428
0.530 -0.600 -0.572
1.457 -2.282 -0.310
0.654 0.503 2.201
0.064 -2.026 -0.381
-1.768 3.669 -0.647

LUMO energy, eV: -0.248
Energy above the lowest of the compared OMol25 structures with the same formula, charge and spin, kcal/mol: 79.2
SMILES: C=COCC(O)=S
Kohn-Sham gap, Eh: 0.3254

9.
C4H6O2S2 | ωB97M-V/def2-TZVPD

Last column: Mulliken charge in e.
Cartesian coordinates (Å):
C: 0.17773 -1.56326 -0.07137  -0.064
C: -0.10450 -2.86307 -0.15861  -0.463
C: 0.46096 1.22568 0.44650  -0.568
C: 0.44955 1.37692 -1.07754  -0.752
O: 0.47725 -0.42906 2.40461  -0.532
O: -2.21417 0.71280 -1.20803  -0.434
S: 1.07779 -0.45327 1.10622  0.404
S: -0.93521 0.33192 -1.84718  0.365
H: -0.52714 -3.31397 -1.07052  0.207
H: 0.18208 -3.65840 0.47220  0.310
H: 1.19979 1.90088 0.87689  0.396
H: -0.57042 1.58791 0.82392  0.347
H: 0.03454 2.43434 -1.26328  0.323
H: 1.29925 1.17953 -1.61904  0.460

Forces on the atoms, in the same order (eV/Å):
-0.243 -0.045 0.031
0.266 1.481 -1.498
-0.499 -0.012 -0.721
-4.347 1.436 1.271
-0.813 -0.651 2.790
0.195 0.214 0.097
-0.764 0.721 -3.094
1.227 -0.362 0.785
-0.231 0.755 0.228
0.511 -0.394 1.390
0.056 0.052 0.057
1.552 -1.389 -0.167
0.943 -1.353 -0.045
2.147 -0.454 -1.124

LUMO energy (spin up / spin down), eV: -1.141 / -0.950
Energy above the lowest of the compared OMol25 structures with the same formula, charge and spin, kcal/mol: 144.4
Kohn-Sham gap (spin up / spin down), Eh: 0.2802 / 0.2807

10.
C4H6O2Si | ωB97M-V/def2-TZVPD

Last column: Mulliken charge in e.
Cartesian coordinates (Å):
C: 0.09901 1.64259 -0.58637  -0.579
C: -1.57648 -1.34309 0.01203  -0.195
C: 0.57079 0.94884 0.47765  -0.322
C: -2.50716 -0.56741 -0.02846  -0.497
O: 2.98721 -0.70010 1.04683  -0.302
O: 2.98826 -0.62775 -0.44770  -0.273
Si: 1.55246 -0.61743 0.27543  0.659
H: -0.70623 2.41704 -0.53953  0.262
H: 0.43808 1.40513 -1.57305  0.247
H: -1.18378 -2.30066 0.34279  0.361
H: 0.29007 -1.77536 -0.31009  -0.079
H: 0.29792 1.28556 1.45332  0.351
H: -3.25015 0.23263 -0.12285  0.368

Forces on the atoms, in the same order (eV/Å):
-0.261 -0.339 1.271
-2.232 -1.160 1.018
-0.100 0.784 -1.421
0.124 0.726 -0.366
0.233 -0.567 1.545
1.249 0.079 -1.780
-3.612 -0.607 -1.288
1.083 -0.474 0.258
-0.039 -0.219 -0.580
-0.292 0.776 -0.431
3.460 1.795 1.079
-0.432 -0.008 0.647
0.820 -0.785 0.050

LUMO energy, eV: -0.084
Energy above the lowest of the compared OMol25 structures with the same formula, charge and spin, kcal/mol: 164.3
Kohn-Sham gap, Eh: 0.3652